ORCA calculation (ωB97M-V/def2-TZVPD) on a cluster of 2 separate species, C5H11NO in total.

Last column: natural (NBO) charge in e.
Element x y z (Å)
C (-1.35195, 1.91731, 0.30985)  -0.140
C (1.35369, 0.70801, -1.24431)  -0.688
C (-0.10523, -1.39883, -0.87039)  -0.698
C (-0.01674, -1.09215, 1.75611)  -0.278
C (0.41820, -0.06937, -0.29424)  0.507
N (-1.29627, 0.95352, -0.50587)  -0.465
O (0.80423, -0.12787, 1.01051)  -0.528
H (-2.06054, 2.65969, -0.11368)  0.170
H (-0.88620, 2.07036, 1.25827)  0.158
H (2.24704, 0.30569, -1.60218)  0.226
H (1.56437, 1.57278, -0.69369)  0.224
H (0.81346, 1.29034, -2.05312)  0.244
H (-0.07127, -1.25716, -1.90351)  0.226
H (-1.14218, -1.40305, -0.59631)  0.238
H (0.40064, -2.36793, -0.55370)  0.211
H (-1.16635, -0.84337, 1.75752)  0.199
H (0.27782, -0.78107, 2.74127)  0.201
H (0.21731, -2.13690, 1.59749)  0.194

Properties
orbital gap = 0.3336 Eh
2S+1 = 1
HOMO energy = -8.10 eV
E_tot = -326.9664 a.u.
relative energy (zero: lowest compared OMol25 entry of this formula, charge and spin) = 103.5 kcal/mol

ORCA calculation (ωB97M-V/def2-TZVPD) on a structure of composition C5H11NO.

Last column: natural (NBO) charge in e.
Element x y z (Å)
C (-0.14301, -1.41672, 0.92220)  -0.267
C (0.81154, 1.00396, 2.06457)  -0.445
N (-0.13367, 0.51263, 1.07944)  -0.474
H (-1.08177, 0.83851, 1.22712)  0.407
H (1.79090, 1.06407, 1.58946)  0.257
H (0.87757, -1.59450, 0.60823)  0.223
H (-0.30442, -1.53794, 1.98790)  0.174
H (-0.89583, -1.92733, 0.33987)  0.231
H (0.87007, 0.32069, 2.91798)  0.198
H (0.53192, 1.99546, 2.42885)  0.216
C (-0.46219, -0.16584, -2.70368)  -0.620
C (-0.68553, 0.05440, -1.24175)  -0.539
C (0.28559, 0.61988, -0.44259)  0.549
O (1.44285, 0.94712, -0.64083)  -0.697
H (-1.69650, -0.02869, -0.86540)  0.176
H (-1.09917, 0.47599, -3.32239)  0.195
H (-0.68611, -1.20069, -2.99036)  0.189
H (0.57774, 0.03902, -2.95863)  0.226

Properties
orbital gap = 0.2492 Eh
2S+1 = 1
HOMO energy = -6.61 eV
E_tot = -326.9719 a.u.
relative energy (zero: lowest compared OMol25 entry of this formula, charge and spin) = 100.1 kcal/mol

ORCA calculation (ωB97M-V/def2-TZVPD) on an isolated molecule of C5H11NO.

Last column: natural (NBO) charge in e.
Element x y z (Å)
C (2.19430, 0.91606, 0.02746)  -0.436
N (0.81307, 0.60145, -0.44644)  -0.450
C (0.16435, -0.66373, 0.29639)  0.536
O (0.62451, -0.89811, 1.41409)  -0.717
C (-0.90741, -1.04804, -0.41244)  -0.508
C (-1.84953, -2.04663, 0.15851)  -0.620
C (-0.40109, 1.70463, 0.04977)  -0.366
H (2.30988, 1.99460, 0.02467)  0.199
H (2.97033, 0.49265, -0.62510)  0.217
H (2.33149, 0.49730, 1.02843)  0.263
H (0.86666, 0.48270, -1.47334)  0.416
H (-1.00383, -0.71778, -1.44026)  0.179
H (-1.58894, -2.30370, 1.19119)  0.228
H (-1.84957, -2.97437, -0.41694)  0.197
H (-2.87336, -1.66100, 0.15546)  0.192
H (-1.48205, 1.63208, -0.27364)  0.249
H (-0.38298, 1.61900, 1.14755)  0.236
H (0.04450, 2.60819, -0.33190)  0.185

Properties
orbital gap = 0.2743 Eh
structure (SMILES) = C/C=C(\[O-])[NH+](C)C
2S+1 = 1
HOMO energy = -6.86 eV
E_tot = -327.0052 a.u.
relative energy (zero: lowest compared OMol25 entry of this formula, charge and spin) = 79.1 kcal/mol

no.,largest force on an atom (eV/Å)
1,4.0
2,3.4
3,2.0